{
  "formula": "C27H34N4O5S",
  "method": "wB97M-V/def2-TZVPD",
  "elements": ["C", "C", "C", "C", "C", "C", "C", "C", "H", "H", "C", "C", "N", "C", "C", "C", "C", "S", "C", "O", "C", "C", "H", "H", "H", "C", "H", "H", "H", "C", "H", "H", "H", "H", "C", "O", "N", "N", "C", "O", "C", "C", "C", "C", "C", "C", "H", "H", "N", "O", "O", "H", "H", "H", "H", "H", "H", "H", "H", "H", "H", "H", "H", "H", "H", "H", "H", "H", "H", "H", "H"],
  "positions_angstrom": [[1.990, 0.984, -2.473], [3.139, 1.893, -2.052], [2.979, 3.338, -2.532], [1.767, 4.081, -1.965], [1.820, 4.217, -0.445], [0.699, 5.070, 0.148], [-0.729, 4.571, -0.108], [-0.955, 3.069, 0.076], [-2.014, 2.862, -0.091], [-0.399, 2.540, -0.700], [-0.530, 2.531, 1.459], [0.326, 1.321, 1.297], [1.572, 1.401, 1.638], [2.373, 0.364, 1.349], [1.975, -0.783, 0.668], [3.059, -1.673, 0.423], [4.229, -1.193, 0.919], [4.067, 0.357, 1.698], [5.532, -1.899, 0.754], [5.366, -3.195, 0.235], [4.410, -3.331, -0.820], [4.759, -2.444, -2.020], [5.804, -2.583, -2.290], [4.589, -1.393, -1.797], [4.140, -2.720, -2.870], [4.472, -4.804, -1.220], [5.443, -5.029, -1.654], [3.694, -5.031, -1.943], [4.338, -5.427, -0.340], [3.005, -2.980, -0.292], [2.675, -3.755, 0.405], [2.280, -2.935, -1.105], [6.199, -1.299, 0.111], [6.032, -2.031, 1.719], [0.607, -0.901, 0.280], [0.062, -1.785, -0.363], [-0.178, 0.203, 0.693], [-1.511, 0.088, 0.304], [-2.531, 0.050, 1.224], [-2.400, 0.368, 2.384], [-3.841, -0.345, 0.630], [-4.784, -0.913, 1.485], [-6.019, -1.298, 1.004], [-6.309, -1.098, -0.340], [-5.386, -0.515, -1.200], [-4.150, -0.140, -0.714], [-3.438, 0.332, -1.374], [-5.653, -0.364, -2.235], [-7.601, -1.494, -0.855], [-7.827, -1.280, -2.025], [-8.375, -2.016, -0.083], [-6.763, -1.745, 1.646], [-4.528, -1.044, 2.525], [-1.547, -0.593, -0.462], [0.074, 3.266, 1.987], [-1.399, 2.301, 2.074], [-1.014, 4.819, -1.133], [-1.403, 5.116, 0.556], [0.870, 5.141, 1.225], [0.770, 6.085, -0.251], [1.801, 3.234, 0.022], [2.772, 4.682, -0.174], [0.853, 3.571, -2.270], [1.741, 5.080, -2.408], [3.883, 3.889, -2.262], [2.907, 3.336, -3.622], [4.068, 1.499, -2.472], [3.242, 1.874, -0.965], [1.058, 1.285, -2.000], [2.193, -0.046, -2.187], [1.853, 1.019, -3.552]],
  "forces_ev_per_a": [[0.22, 0.07, 0.13], [-0.07, 0.09, -0.16], [-0.10, -0.09, 0.08], [0.28, -0.05, 0.14], [-0.25, 0.19, -0.21], [0.01, -0.16, -0.01], [0.11, -0.07, 0.00], [-0.06, 0.26, 0.01], [0.07, -0.06, -0.08], [-0.04, -0.06, -0.08], [-0.29, 0.02, -0.12], [0.02, 0.34, 0.17], [0.03, 0.51, 0.40], [-0.14, -0.76, -0.46], [0.28, 0.57, 0.42], [0.38, -0.01, 0.12], [-0.38, 0.08, -0.02], [-0.27, -0.28, -0.19], [0.33, 0.19, 0.07], [-0.04, -0.15, 0.03], [-0.40, -0.24, -0.42], [0.07, -0.14, 0.35], [0.10, -0.02, -0.06], [-0.01, 0.14, -0.03], [-0.07, 0.00, -0.10], [0.08, 0.42, 0.21], [0.11, -0.05, -0.08], [-0.09, -0.04, -0.10], [-0.05, -0.09, 0.09], [0.32, -0.11, 0.00], [-0.04, -0.06, -0.08], [0.02, -0.06, -0.02], [-0.06, -0.10, 0.08], [-0.01, 0.07, -0.11], [-0.12, 0.07, 0.01], [0.06, -0.22, -0.10], [-0.18, -0.35, 0.17], [0.34, 0.05, -0.55], [0.19, 0.09, 0.19], [-0.03, -0.18, 0.08], [-0.33, -0.07, -0.04], [0.19, 0.11, -0.12], [-0.22, -0.05, -0.19], [1.20, 0.40, 0.42], [-0.39, -0.17, -0.07], [0.05, -0.07, 0.27], [0.05, 0.05, -0.07], [0.00, 0.01, -0.01], [-0.42, -0.12, -0.18], [-0.11, 0.03, -0.29], [-0.23, -0.14, 0.17], [0.00, -0.01, 0.01], [0.00, -0.01, 0.07], [-0.01, 0.21, 0.25], [0.05, -0.10, 0.01], [0.08, 0.05, -0.01], [-0.08, 0.05, 0.00], [-0.08, 0.06, -0.06], [0.00, 0.10, 0.04], [0.03, 0.06, 0.08], [0.10, -0.06, 0.05], [0.08, -0.08, 0.05], [-0.14, 0.01, -0.06], [-0.10, 0.03, -0.04], [0.04, 0.07, -0.07], [0.09, 0.02, -0.05], [0.05, -0.02, 0.09], [0.09, -0.05, 0.05], [-0.20, 0.01, 0.04], [-0.04, -0.14, 0.00], [-0.08, -0.02, -0.13]],
  "lowdin_charge": [-0.09, -0.25, -0.21, -0.21, -0.21, -0.21, -0.20, -0.18, 0.11, 0.09, -0.09, -0.26, 0.12, -0.52, -0.11, -0.19, -0.44, 1.12, -0.20, -0.08, -0.55, -0.01, 0.09, 0.08, 0.09, -0.02, 0.09, 0.09, 0.09, -0.05, 0.14, 0.13, 0.13, 0.13, -0.34, 0.07, 0.09, 0.14, -0.40, 0.10, -0.12, 0.01, 0.03, -0.14, 0.02, 0.00, 0.12, 0.12, -0.36, 0.09, 0.09, 0.12, 0.13, 0.15, 0.12, 0.11, 0.11, 0.11, 0.10, 0.11, 0.08, 0.12, 0.10, 0.12, 0.11, 0.11, 0.11, 0.08, 0.05, 0.06, 0.08],
  "de_lowest_kj_mol": 410.8,
  "largest_force_ev_per_a": 1.33,
  "smiles": "CCCCCCCCCc1nc2sc3c(c2c(=O)n1NC(=O)c1ccc([N+](=O)[O-])cc1)CC(C)(C)OC3",
  "lumo_ev": -1.1
}


{
  "formula": "C12H18ClO10",
  "method": "wB97M-V/def2-TZVPD",
  "elements": ["Cl", "O", "O", "O", "O", "O", "C", "O", "C", "C", "C", "H", "H", "H", "H", "H", "H", "O", "C", "O", "C", "C", "C", "H", "H", "H", "H", "H", "H", "O", "C", "O", "C", "C", "C", "H", "H", "H", "H", "H", "H"],
  "positions_angstrom": [[0.997, 1.410, -1.585], [2.074, 1.061, -0.680], [-0.257, 1.143, -0.917], [0.977, 2.800, -1.869], [1.127, 0.628, -2.782], [-1.049, 4.235, 2.100], [-0.282, 3.280, 2.145], [-0.163, 2.608, 3.290], [0.630, 1.429, 3.093], [0.814, 1.324, 1.618], [0.546, 2.746, 1.041], [0.155, 0.604, 3.624], [1.581, 1.514, 3.618], [0.136, 0.591, 1.182], [1.857, 1.040, 1.472], [0.169, 2.689, 0.020], [1.447, 3.340, 0.888], [-1.115, -2.587, -1.798], [-1.789, -1.817, -1.085], [-3.117, -2.122, -0.975], [-3.675, -1.060, -0.228], [-2.584, -0.422, 0.677], [-1.395, -0.690, -0.192], [-4.524, -1.395, 0.369], [-4.126, -0.277, -0.838], [-2.423, -0.856, 1.663], [-2.809, 0.639, 0.791], [-0.459, -0.921, 0.317], [-1.139, 0.111, -0.886], [3.601, -2.116, 0.351], [2.701, -1.975, -0.466], [2.900, -2.186, -1.780], [1.667, -1.750, -2.462], [0.641, -1.866, -1.428], [1.316, -1.524, -0.113], [1.490, -2.294, -3.389], [1.838, -0.739, -2.830], [0.326, -2.906, -1.332], [-0.246, -1.248, -1.569], [0.860, -1.971, 0.770], [1.303, -0.472, 0.174]],
  "forces_ev_per_a": [[1.48, 0.33, -0.68], [-0.02, 0.90, -1.32], [1.32, 1.79, -1.39], [0.70, 1.03, -0.68], [-1.39, 2.65, -0.09], [0.98, -0.97, 0.03], [-2.21, 2.87, -0.58], [0.14, -0.45, 0.61], [0.03, 0.23, 1.09], [1.13, -0.05, -0.29], [0.81, -1.38, 0.74], [-0.44, -0.12, -0.42], [0.16, 0.54, 0.00], [0.23, 0.41, 0.17], [-0.39, -0.27, -0.32], [-0.88, 0.81, 1.41], [0.24, 0.02, 0.57], [-10.31, -0.52, -0.54], [-0.45, -4.76, -1.21], [0.28, 1.25, 0.39], [-1.47, 0.77, 2.02], [-0.55, -0.17, -0.82], [-1.17, -2.07, 0.11], [0.07, -0.57, -0.01], [0.39, -0.02, -0.62], [-0.50, -0.25, 0.01], [0.14, 0.03, 0.11], [-1.12, 0.27, -0.12], [-1.16, -0.91, 0.29], [-0.51, -0.11, -0.89], [2.06, -0.11, 1.97], [-0.68, -0.01, 0.31], [1.84, 0.04, -1.22], [2.81, 1.65, 2.04], [0.73, -0.01, -0.59], [0.08, -0.91, 0.32], [0.56, -1.52, 0.62], [2.26, 0.26, 0.42], [3.70, 0.82, -0.81], [0.55, -0.96, -0.09], [0.56, -0.54, -0.54]],
  "lowdin_charge": [0.76, -0.31, -0.39, -0.29, -0.31, 0.07, -0.48, 0.03, -0.15, -0.15, -0.06, 0.12, 0.12, 0.08, 0.12, 0.07, 0.14, 0.01, -0.36, 0.05, -0.18, -0.10, -0.15, 0.11, 0.12, 0.12, 0.12, 0.08, 0.05, 0.06, -0.47, 0.05, -0.12, -0.25, -0.09, 0.13, 0.06, 0.13, 0.07, 0.14, 0.06],
  "de_lowest_kj_mol": 792.8,
  "total_charge": -1,
  "largest_force_ev_per_a": 10.34,
  "lumo_ev": 2.9
}


{
  "formula": "C4H8O2",
  "method": "wB97M-V/def2-TZVPD",
  "elements": ["C", "C", "O", "C", "C", "O", "H", "H", "H", "H", "H", "H", "H", "H"],
  "positions_angstrom": [[2.095, -0.322, -0.514], [0.656, 0.119, -0.534], [0.351, 1.265, -0.234], [-0.390, -0.902, -0.919], [-2.564, 0.846, 1.122], [-2.313, 1.631, 0.112], [2.196, -1.262, 0.040], [2.427, -0.516, -1.541], [2.718, 0.454, -0.067], [-1.144, -0.450, -1.570], [0.045, -1.781, -1.402], [-1.550, 0.462, 1.463], [-0.902, -1.230, -0.006], [-1.349, 1.691, -0.111]],
  "forces_ev_per_a": [[0.03, 0.05, 0.04], [-0.04, 0.27, 0.07], [0.07, -0.50, -0.16], [0.00, -0.02, -0.06], [0.39, 0.16, -0.22], [-0.14, -0.10, 0.20], [-0.03, 0.13, -0.09], [-0.07, 0.01, 0.14], [-0.08, -0.12, -0.08], [0.12, -0.05, 0.11], [-0.04, 0.17, 0.07], [-0.27, 0.07, 0.00], [0.09, 0.03, -0.11], [-0.02, -0.09, 0.08]],
  "lowdin_charge": [-0.01, -0.46, 0.04, -0.02, -0.03, -0.09, 0.09, 0.10, 0.09, 0.09, 0.08, -0.01, 0.09, 0.04],
  "de_lowest_kj_mol": 348.0,
  "largest_force_ev_per_a": 0.53,
  "lumo_ev": 0.6
}


{
  "formula": "C2H5FN2OS",
  "method": "wB97M-V/def2-TZVPD",
  "elements": ["C", "C", "H", "H", "H", "H", "H", "N", "N", "O", "F", "S"],
  "positions_angstrom": [[-0.291, 0.231, 0.015], [-1.012, -1.014, -0.404], [2.247, -1.862, 0.760], [1.522, 0.994, 0.264], [-0.918, -1.817, 0.360], [-0.556, -1.329, -1.370], [-0.671, 3.097, 0.589], [1.078, 0.094, 0.133], [-0.935, 1.320, 0.164], [-0.071, 2.351, 0.527], [-2.367, -0.846, -0.613], [1.972, -1.219, -0.428]],
  "forces_ev_per_a": [[-0.43, -0.29, -0.30], [-0.26, -0.81, -0.41], [-0.25, 0.43, -0.56], [0.33, -0.29, 0.00], [0.25, 0.46, -0.53], [-0.38, -0.12, 0.67], [0.05, 0.14, 0.03], [-0.02, 0.65, 0.29], [-0.17, -0.71, 0.08], [0.32, 0.35, 0.04], [0.29, 0.36, 0.11], [0.27, -0.17, 0.59]],
  "lowdin_charge": [-0.44, -0.19, -0.12, 0.08, 0.13, 0.10, 0.09, -0.37, 0.04, -0.07, -0.04, 0.78],
  "de_lowest_kj_mol": 3.0,
  "largest_force_ev_per_a": 0.94,
  "smiles": "O/N=C(/CF)NS",
  "lumo_ev": 0.6
}


Please write out number 3 again, unchanged.
{
  "formula": "C4H8O2",
  "method": "wB97M-V/def2-TZVPD",
  "elements": ["C", "C", "O", "C", "C", "O", "H", "H", "H", "H", "H", "H", "H", "H"],
  "positions_angstrom": [[2.095, -0.322, -0.514], [0.656, 0.119, -0.534], [0.351, 1.265, -0.234], [-0.390, -0.902, -0.919], [-2.564, 0.846, 1.122], [-2.313, 1.631, 0.112], [2.196, -1.262, 0.040], [2.427, -0.516, -1.541], [2.718, 0.454, -0.067], [-1.144, -0.450, -1.570], [0.045, -1.781, -1.402], [-1.550, 0.462, 1.463], [-0.902, -1.230, -0.006], [-1.349, 1.691, -0.111]],
  "forces_ev_per_a": [[0.03, 0.05, 0.04], [-0.04, 0.27, 0.07], [0.07, -0.50, -0.16], [0.00, -0.02, -0.06], [0.39, 0.16, -0.22], [-0.14, -0.10, 0.20], [-0.03, 0.13, -0.09], [-0.07, 0.01, 0.14], [-0.08, -0.12, -0.08], [0.12, -0.05, 0.11], [-0.04, 0.17, 0.07], [-0.27, 0.07, 0.00], [0.09, 0.03, -0.11], [-0.02, -0.09, 0.08]],
  "lowdin_charge": [-0.01, -0.46, 0.04, -0.02, -0.03, -0.09, 0.09, 0.10, 0.09, 0.09, 0.08, -0.01, 0.09, 0.04],
  "de_lowest_kj_mol": 348.0,
  "largest_force_ev_per_a": 0.53,
  "lumo_ev": 0.6
}


- Which formula does entry 2 have?
  C12H18ClO10